Entry 1:
{"formula": "C3H3OTb", "method": "ωB97M-V/def2-TZVPD", "multiplicity": 8, "homo_energy_ev": [-24.0, -24.2], "homo_lumo_gap_ev": [6.7, 6.9], "charge": 3, "symbols": ["C", "C", "H", "H", "Tb", "C", "O", "H"], "coordinates": [[-0.63, -0.57, -0.23], [-0.54, 0.73, 0.17], [-0.76, 0.96, 1.23], [-0.59, 1.57, -0.53], [-2.02, -1.74, -1.91], [1.77, 0.62, 0.81], [2.07, -0.49, 0.55], [0.69, -1.08, -0.08]], "lowdin_charge": [-0.079, 0.118, 0.180, 0.171, 2.015, 0.254, 0.090, 0.251]}

---

Entry 2:
{"formula": "C3H8N2O2", "method": "ωB97M-V/def2-TZVPD", "relative_energy_kcal_mol": 114.89, "smiles": "CC1=C([O-])[N@H+]1N.O", "homo_energy_ev": -8.6, "homo_lumo_gap_ev": 9.2, "symbols": ["C", "N", "C", "C", "N", "O", "O", "H", "H", "H", "H", "H", "H", "H", "H"], "coordinates": [[1.05, 1.38, -0.37], [-1.46, 0.20, -0.61], [-0.26, -0.97, -0.12], [0.15, 0.28, 0.03], [-2.61, 0.28, 0.21], [-0.37, -2.10, 0.30], [2.23, -1.16, 0.77], [1.67, -1.89, 1.05], [2.69, -1.47, -0.01], [-1.69, -0.14, -1.53], [-2.70, -0.55, 0.80], [-2.50, 1.09, 0.82], [1.95, 1.34, 0.23], [0.54, 2.32, -0.14], [1.29, 1.38, -1.43]], "nbo_charge": [-0.666, -0.428, 0.565, -0.010, -0.643, -0.621, -0.947, 0.493, 0.470, 0.377, 0.352, 0.355, 0.261, 0.230, 0.212]}

---

Entry 3:
{"formula": "C3H6N2S3", "method": "ωB97M-V/def2-TZVPD", "relative_energy_kcal_mol": 90.02, "homo_energy_ev": -8.5, "homo_lumo_gap_ev": 7.5, "symbols": ["C", "C", "C", "H", "H", "H", "H", "H", "H", "N", "N", "S", "S", "S"], "coordinates": [[-1.61, 1.27, -0.02], [0.34, -0.42, -0.26], [-0.50, -1.56, 0.38], [-1.96, 2.16, -0.47], [-2.32, 0.47, 0.16], [-1.07, 1.67, 0.93], [1.18, 1.45, -1.14], [2.87, 0.96, -0.60], [1.82, -2.20, 1.10], [1.55, -0.26, -0.06], [1.91, 0.95, -0.44], [-0.72, 0.50, -1.39], [0.46, -2.65, 1.50], [-1.96, -2.34, 0.31]], "nbo_charge": [-0.758, -0.045, -0.274, 0.228, 0.245, 0.240, 0.363, 0.371, 0.143, -0.176, -0.604, 0.214, 0.031, 0.023]}

---

Entry 4:
{"formula": "C16H16N4PtS6", "method": "ωB97M-V/def2-TZVPD", "relative_energy_kcal_mol": 35.46, "homo_energy_ev": -6.7, "homo_lumo_gap_ev": 6.4, "symbols": ["Pt", "N", "C", "C", "C", "C", "C", "C", "C", "C", "N", "C", "H", "H", "H", "H", "H", "H", "H", "H", "S", "C", "S", "C", "C", "S", "S", "S", "C", "N", "C", "C", "N", "C", "S", "H", "H", "H", "H", "H", "H", "H", "H"], "coordinates": [[0.72, -0.33, -0.18], [-2.00, -0.09, 1.38], [-2.03, 1.22, 1.81], [-3.10, 1.73, 2.49], [-3.15, 3.08, 2.90], [-2.11, 3.92, 2.62], [-0.99, 3.43, 1.92], [0.12, 4.26, 1.63], [1.20, 3.76, 0.97], [1.18, 2.41, 0.58], [0.17, 1.60, 0.82], [-0.93, 2.08, 1.49], [-1.09, -0.41, 1.09], [-2.55, -0.76, 1.89], [-3.93, 1.08, 2.73], [-4.01, 3.44, 3.44], [-2.13, 4.96, 2.93], [0.09, 5.30, 1.95], [2.06, 4.36, 0.75], [2.02, 1.97, 0.06], [7.17, -2.01, 2.54], [5.68, -1.75, 1.91], [4.25, -1.55, 2.86], [3.13, -1.32, 1.54], [3.66, -1.32, 0.32], [2.67, -1.12, -1.13], [5.38, -1.58, 0.21], [1.39, -1.20, 1.79], [-2.59, -2.07, -1.89], [-1.30, -2.20, -2.54], [-0.95, -3.39, -3.31], [0.49, -3.09, -3.74], [0.55, -1.64, -3.54], [-0.42, -1.22, -2.72], [-0.56, 0.38, -2.11], [-2.79, -2.96, -1.30], [-3.39, -1.94, -2.62], [-2.57, -1.20, -1.23], [-1.63, -3.49, -4.17], [-1.03, -4.28, -2.70], [0.69, -3.34, -4.77], [1.22, -3.59, -3.10], [1.43, -1.14, -3.55]], "nbo_charge": [0.466, -0.797, 0.182, -0.274, -0.166, -0.240, -0.087, -0.103, -0.265, 0.080, -0.491, 0.193, 0.374, 0.390, 0.212, 0.218, 0.215, 0.219, 0.232, 0.226, -0.073, -0.566, 0.475, -0.423, -0.423, -0.193, 0.468, -0.119, -0.416, -0.394, -0.218, -0.230, -0.579, 0.374, -0.210, 0.208, 0.200, 0.256, 0.198, 0.217, 0.215, 0.217, 0.434]}

---

Entry 5:
{"formula": "C20H23NO4", "method": "ωB97M-V/def2-TZVPD", "relative_energy_kcal_mol": 26.59, "smiles": "CCCCN1C(=O)[C@](O)(CC(=O)c2c(C)coc2C)c2ccccc21", "homo_energy_ev": -8.4, "homo_lumo_gap_ev": 9.2, "symbols": ["C", "C", "C", "H", "C", "N", "C", "O", "C", "C", "C", "C", "C", "C", "C", "H", "H", "H", "H", "O", "H", "C", "C", "O", "C", "C", "O", "C", "C", "C", "H", "H", "H", "H", "C", "H", "H", "H", "H", "H", "H", "H", "H", "H", "H", "H", "H", "H"], "coordinates": [[-0.14, -0.74, -4.17], [1.31, -0.25, -4.22], [2.08, -0.51, -2.93], [2.02, -1.57, -2.68], [1.63, 0.33, -1.72], [0.44, -0.18, -1.08], [-0.75, 0.48, -1.08], [-0.98, 1.52, -1.65], [-1.77, -0.35, -0.26], [-0.94, -1.56, 0.11], [-1.27, -2.68, 0.84], [-0.28, -3.62, 1.10], [1.02, -3.42, 0.65], [1.36, -2.29, -0.09], [0.36, -1.37, -0.36], [2.37, -2.14, -0.42], [1.78, -4.15, 0.87], [-0.51, -4.50, 1.67], [-2.27, -2.81, 1.21], [-2.93, -0.64, -1.01], [-2.69, -1.01, -1.87], [-2.23, 0.43, 0.98], [-1.11, 0.49, 2.01], [-1.12, -0.23, 2.98], [0.01, 1.38, 1.71], [0.05, 2.62, 1.11], [1.31, 3.06, 1.05], [2.11, 2.12, 1.60], [1.38, 1.07, 2.05], [1.86, -0.14, 2.75], [2.95, -0.19, 2.73], [1.52, -0.13, 3.79], [1.45, -1.04, 2.30], [3.16, 2.32, 1.62], [-1.01, 3.55, 0.63], [-1.87, 3.55, 1.29], [-1.33, 3.26, -0.37], [-0.59, 4.56, 0.57], [-3.07, -0.11, 1.41], [-2.55, 1.42, 0.66], [2.43, 0.37, -0.98], [1.39, 1.35, -2.04], [3.13, -0.27, -3.11], [1.32, 0.81, -4.45], [1.83, -0.77, -5.03], [-0.74, -0.09, -3.55], [-0.19, -1.75, -3.79], [-0.57, -0.72, -5.17]], "nbo_charge": [-0.616, -0.391, -0.404, 0.202, -0.230, -0.458, 0.697, -0.617, 0.153, -0.115, -0.152, -0.234, -0.186, -0.287, 0.250, 0.221, 0.217, 0.218, 0.227, -0.683, 0.479, -0.494, 0.592, -0.537, -0.304, 0.391, -0.403, 0.052, -0.041, -0.635, 0.211, 0.236, 0.230, 0.204, -0.688, 0.227, 0.268, 0.237, 0.244, 0.239, 0.208, 0.238, 0.212, 0.200, 0.202, 0.209, 0.197, 0.214]}

---

Entry 6:
{"formula": "C2H5O2S", "method": "ωB97M-V/def2-TZVPD", "relative_energy_kcal_mol": 17.22, "homo_energy_ev": -3.8, "homo_lumo_gap_ev": 6.9, "charge": -1, "symbols": ["C", "S", "H", "H", "H", "O", "C", "O", "H", "H"], "coordinates": [[0.80, -0.18, -1.50], [-0.21, -0.67, -2.93], [1.62, 0.43, -1.85], [0.31, 0.34, -0.69], [1.25, -1.07, -1.09], [-0.16, 0.46, 3.84], [-0.93, 0.18, 2.91], [-0.92, 0.55, 1.72], [-1.81, -0.46, 3.24], [0.05, 0.42, -3.66]], "nbo_charge": [-0.734, -0.065, 0.204, 0.269, 0.217, -0.794, 0.626, -0.802, -0.027, 0.106]}

---

Entry 7:
{"formula": "C12H14BeIN3O2", "method": "ωB97M-V/def2-TZVPD", "relative_energy_kcal_mol": 127.74, "homo_energy_ev": [-8.4, -8.4], "homo_lumo_gap_ev": [5.4, 5.2], "symbols": ["C", "C", "H", "H", "H", "H", "H", "H", "C", "C", "C", "C", "H", "H", "H", "H", "N", "C", "C", "N", "C", "C", "C", "H", "H", "C", "H", "H", "Be", "I", "O", "N", "O"], "coordinates": [[-0.08, -0.61, 3.40], [-2.46, -1.67, 1.31], [0.92, -0.17, 3.36], [-0.07, -1.51, 4.02], [-0.67, 0.14, 3.95], [-2.60, -1.74, 0.24], [-2.53, -2.68, 1.72], [-3.24, -1.01, 1.70], [2.36, 0.49, 1.44], [3.49, 1.20, 0.97], [3.51, 1.52, -0.40], [2.41, 1.20, -1.18], [2.30, 0.17, 2.48], [4.30, 1.42, 1.65], [4.35, 2.03, -0.85], [2.39, 1.47, -2.23], [1.34, 0.18, 0.66], [1.30, 0.52, -0.63], [0.14, 0.17, -1.48], [-0.97, -0.40, -1.01], [-1.99, -0.74, -1.79], [-0.87, 0.20, -3.69], [-2.00, -0.41, -3.15], [-2.82, -1.26, -1.33], [-2.90, -0.67, -3.74], [0.21, 0.49, -2.85], [1.11, 0.98, -3.23], [-0.80, 0.49, -4.74], [-1.04, -0.83, 1.96], [0.28, -2.70, 1.14], [-2.07, 2.05, 0.10], [-2.12, 0.97, 0.67], [-1.15, 0.72, 1.52]], "nbo_charge": [-1.048, -0.976, 0.211, 0.204, 0.245, 0.212, 0.203, 0.255, 0.050, -0.241, -0.179, -0.212, 0.183, 0.221, 0.220, 0.206, -0.422, 0.176, 0.166, -0.439, 0.066, -0.177, -0.242, 0.183, 0.223, -0.208, 0.207, 0.220, 1.530, -0.007, -0.393, 0.316, -0.753]}

---

Entry 8:
{"formula": "C20H24F3NO6S3", "method": "ωB97M-V/def2-TZVPD", "relative_energy_kcal_mol": 0.00, "smiles": "O=S(=O)(c1ccccc1)N(SC(F)(F)F)S(=O)(=O)c1ccccc1.CC=C(OCC)OCC", "homo_energy_ev": -8.0, "homo_lumo_gap_ev": 6.9, "symbols": ["C", "C", "O", "C", "C", "C", "O", "C", "C", "H", "H", "H", "H", "H", "H", "H", "H", "H", "H", "H", "H", "H", "H", "F", "C", "F", "F", "S", "N", "S", "C", "C", "C", "C", "C", "C", "O", "O", "S", "C", "C", "C", "C", "C", "C", "O", "O", "H", "H", "H", "H", "H", "H", "H", "H", "H", "H"], "coordinates": [[-4.26, -3.14, 3.17], [-3.44, -2.37, 2.17], [-3.00, -3.36, 1.17], [-2.00, -3.19, 0.32], [-1.12, -2.09, 0.19], [0.15, -2.44, -0.43], [-1.72, -4.26, -0.38], [-2.56, -5.45, -0.21], [-1.90, -6.50, -1.07], [-4.69, -2.44, 3.90], [-5.07, -3.69, 2.71], [-3.62, -3.84, 3.72], [-4.02, -1.61, 1.63], [-2.56, -1.91, 2.63], [-1.31, -1.30, 0.92], [0.31, -1.95, -1.41], [1.00, -2.20, 0.22], [0.15, -3.52, -0.61], [-2.57, -5.75, 0.84], [-3.57, -5.22, -0.56], [-2.47, -7.43, -1.00], [-1.89, -6.19, -2.12], [-0.88, -6.70, -0.74], [-0.57, 0.32, 2.29], [-0.46, 1.17, 1.19], [-1.49, 2.06, 1.29], [0.69, 1.88, 1.39], [-0.50, 0.27, -0.32], [0.60, 1.78, -1.24], [-0.29, 2.78, -2.28], [0.25, 4.42, -1.78], [-0.71, 5.35, -1.37], [-0.30, 6.64, -1.01], [1.06, 6.98, -1.06], [2.00, 6.04, -1.48], [1.60, 4.77, -1.87], [0.12, 2.55, -3.64], [-1.67, 2.72, -1.88], [1.95, 1.06, -1.89], [2.90, 0.65, -0.42], [3.62, 1.64, 0.24], [4.27, 1.32, 1.44], [4.15, 0.04, 1.97], [3.48, -0.96, 1.27], [2.95, -0.68, 0.01], [1.57, -0.15, -2.56], [2.79, 2.03, -2.55], [-1.76, 5.06, -1.34], [-1.05, 7.36, -0.69], [1.37, 7.99, -0.76], [3.06, 6.30, -1.51], [2.32, 4.05, -2.23], [3.67, 2.64, -0.19], [4.84, 2.09, 1.96], [4.61, -0.19, 2.94], [3.37, -1.97, 1.68], [2.57, -1.46, -0.65]], "nbo_charge": [-0.627, -0.059, -0.521, 0.711, -0.488, -0.647, -0.506, -0.066, -0.625, 0.224, 0.221, 0.216, 0.195, 0.195, 0.212, 0.222, 0.207, 0.237, 0.191, 0.190, 0.216, 0.220, 0.216, -0.334, 0.773, -0.325, -0.313, 0.482, -1.065, 2.289, -0.244, -0.210, -0.216, -0.194, -0.202, -0.230, -0.896, -0.923, 2.311, -0.350, -0.112, -0.234, -0.190, -0.211, -0.192, -0.926, -0.929, 0.246, 0.220, 0.217, 0.218, 0.262, 0.230, 0.222, 0.220, 0.221, 0.249]}